Density functional theory data (ωB97M-V/def2-TZVPD) for a structure of composition C37H35Br2N5O6Y.

XYZ file:
```
86
Properties=species:S:1:pos:R:3
Y 0.245 0.776 -0.366
C 2.455 -3.163 5.658
C 1.722 -2.500 4.528
C 0.368 -2.627 4.347
C -0.304 -2.036 3.256
C -1.701 -2.308 3.161
N -2.398 -2.522 2.085
C -1.862 -2.780 0.744
C -3.001 -3.044 -0.226
C -2.511 -3.432 -1.628
N -1.234 -2.795 -1.950
C -0.273 -3.389 -2.574
C 0.971 -2.794 -2.951
C 1.667 -3.359 -4.033
C 2.755 -2.734 -4.607
C 3.485 -3.316 -5.784
C 3.121 -1.493 -4.075
C 2.490 -0.911 -2.986
C 2.890 0.433 -2.596
N 2.291 1.199 -1.771
C 2.828 2.554 -1.631
C 2.861 2.991 -0.170
C 3.337 1.917 0.793
N 2.273 0.931 1.098
C 2.611 0.031 1.934
C 1.776 -0.967 2.599
C 2.392 -1.660 3.628
C 0.368 -1.134 2.366
O -0.270 -0.455 1.498
C 1.428 -1.597 -2.336
O 0.905 -1.173 -1.247
H 1.954 -4.076 5.979
H 2.525 -2.501 6.525
H 3.471 -3.429 5.367
H -0.207 -3.245 5.031
H -2.269 -2.404 4.083
H -3.395 -2.640 2.210
H -1.169 -3.622 0.839
H -1.299 -1.905 0.446
H -3.616 -2.146 -0.306
H -3.642 -3.851 0.137
H -3.241 -3.106 -2.369
H -2.371 -4.510 -1.707
H -1.181 -1.781 -1.713
H -0.460 -4.418 -2.875
H 1.312 -4.297 -4.447
H 3.093 -4.300 -6.039
H 4.551 -3.426 -5.583
H 3.379 -2.680 -6.666
H 3.938 -0.949 -4.541
H 3.774 0.811 -3.122
H 2.181 3.225 -2.200
H 3.832 2.604 -2.064
H 1.879 3.338 0.157
H 3.517 3.859 -0.087
H 3.626 2.388 1.734
H 4.213 1.394 0.399
H 3.645 0.019 2.297
H 3.457 -1.503 3.773
Br 0.010 2.130 3.496
C -0.491 3.388 2.165
C -0.898 4.637 2.614
C -1.284 5.566 1.669
C -1.244 5.216 0.330
C -0.830 3.946 -0.015
N -0.457 3.020 0.894
C -0.818 3.546 -1.485
O -1.144 4.359 -2.321
O -0.449 2.329 -1.683
H -0.912 4.855 3.671
H -1.621 6.548 1.976
H -1.536 5.887 -0.466
Br -4.901 5.118 1.596
C -4.297 3.571 0.686
C -3.689 2.554 1.402
C -3.207 1.448 0.715
C -3.383 1.334 -0.660
C -4.033 2.349 -1.354
C -4.469 3.483 -0.688
C -2.880 0.118 -1.396
O -3.580 -0.479 -2.196
O -1.679 -0.260 -1.058
H -3.578 2.631 2.476
H -2.687 0.669 1.261
H -4.181 2.255 -2.422
H -4.942 4.292 -1.227
```

The HOMO energy is -10.6 eV. Its LUMO energy is -0.1251 Eh. Its charge is +1. The calculation puts the gap between HOMO and LUMO at 7.1643 eV.

Here are the Mulliken charges for atoms 1 to 2, given in e: 1.030, -1.690

---

Density functional theory data (ωB97M-V/def2-TZVPD) for a structure of composition C37H35CdN5O7SSb2.

XYZ file:
```
88
Properties=species:S:1:pos:R:3
Cd 0.719 -1.990 -1.675
N 0.222 -2.197 -4.945
C 1.671 -2.247 -4.978
C 2.265 -1.087 -4.148
O 2.777 -0.135 -4.764
N 2.265 -1.136 -2.825
C 3.043 -0.101 -2.205
C 3.224 -0.275 -0.674
O 6.488 -0.549 -1.034
O 2.162 -0.668 -0.040
H -0.016 -1.356 -5.476
H -0.179 -2.897 -5.533
H 2.150 -2.126 -5.959
H 1.947 -3.199 -4.595
H 2.585 0.889 -2.336
H 4.030 -0.148 -2.680
C 0.704 2.051 2.761
C -0.135 2.750 1.712
C 0.556 3.036 0.372
Sb -0.334 1.803 -1.231
C -2.487 2.176 -1.136
C -2.968 3.351 -0.567
C -4.311 3.398 -0.110
C -5.137 2.280 -0.178
C -4.644 1.113 -0.784
C -3.341 1.063 -1.253
C -0.066 3.193 -2.862
C -0.863 4.307 -3.123
C -0.661 5.068 -4.260
C 0.475 4.919 -5.017
C 1.331 3.845 -4.702
C 1.031 2.957 -3.651
Sb 1.236 -0.073 2.291
C -0.534 -0.896 3.378
C -1.872 -0.505 3.182
C -2.921 -1.211 3.835
C -2.649 -2.292 4.673
C -1.323 -2.655 4.898
C -0.278 -1.908 4.312
C 2.681 0.137 3.959
C 2.423 0.260 5.328
C 3.435 0.007 6.241
C 4.666 -0.500 5.854
C 4.947 -0.572 4.494
C 3.974 -0.218 3.534
H 0.275 1.923 3.745
H 1.749 2.486 2.837
H -0.478 3.719 2.137
H -1.077 2.188 1.651
H 1.666 2.839 0.410
H 0.348 4.046 0.024
H -2.333 4.241 -0.462
H -4.731 4.314 0.268
H -6.120 2.323 0.216
H -5.337 0.272 -0.934
H -2.933 0.111 -1.683
H -1.653 4.615 -2.386
H -1.437 5.788 -4.438
H 0.729 5.520 -5.836
H 2.274 3.681 -5.234
H 1.649 2.083 -3.515
H -2.059 0.295 2.457
H -3.943 -0.875 3.703
H -3.468 -2.852 5.146
H -1.140 -3.462 5.620
H 0.768 -2.204 4.574
H 1.437 0.549 5.672
H 3.120 0.211 7.276
H 5.444 -0.751 6.621
H 5.936 -0.827 4.094
H 4.188 -0.242 2.435
O -3.512 -5.403 0.871
C -4.128 -4.866 -0.174
O -5.343 -4.950 -0.376
C -3.225 -4.057 -1.101
C -3.568 -3.655 -2.362
N -2.472 -3.111 -2.961
N -1.438 -3.027 -2.067
C -1.822 -3.650 -0.962
C -0.880 -3.696 0.206
O -0.950 -4.610 1.045
O -0.012 -2.748 0.217
H -2.528 -5.220 1.007
H -4.579 -3.770 -2.758
H -2.358 -2.715 -3.886
S 5.617 -1.601 1.251
C 5.641 -0.638 -0.146
N 4.394 0.067 -0.284
```

The HOMO energy is -0.2 eV. Its LUMO energy is 0.1250 Eh. Its charge is -2. The calculation puts the gap between HOMO and LUMO at 3.6078 eV.

Here are the Mulliken charges for atoms 1 to 2, given in e: 1.123, -0.409

---

Density functional theory data (ωB97M-V/def2-TZVPD) for a structure of composition C37H35CsN9OS.

XYZ file:
```
84
Properties=species:S:1:pos:R:3
Cs 0.932 -0.457 0.796
N -0.754 1.821 4.874
C -0.449 1.358 3.619
N 0.734 1.242 3.160
C 1.830 1.570 3.971
N 3.074 1.368 3.583
N 3.240 0.719 2.434
C 4.506 0.645 2.043
C 4.926 -0.073 0.892
C 6.299 -0.056 0.522
C 6.723 -0.743 -0.585
C 5.792 -1.465 -1.344
C 4.472 -1.437 -0.918
N 4.031 -0.783 0.148
C 1.586 2.122 5.293
C 2.600 2.524 6.169
C 2.307 3.014 7.434
C 0.991 3.114 7.861
C -0.038 2.720 7.008
C 0.255 2.232 5.746
H -1.711 1.814 5.178
H -1.305 1.070 3.012
H 5.266 1.173 2.621
H 6.996 0.513 1.125
H 7.769 -0.725 -0.870
H 6.075 -2.019 -2.228
H 3.716 -1.989 -1.473
H 3.621 2.429 5.826
H 3.113 3.315 8.092
H 0.758 3.491 8.849
H -1.074 2.785 7.324
O -1.369 -1.949 2.047
N -2.060 -2.968 1.630
C -1.390 -4.089 1.268
C -2.012 -5.204 0.770
C -3.402 -5.180 0.646
C -4.081 -4.048 1.022
C -3.444 -2.889 1.526
S -4.277 -1.477 1.950
H -0.320 -4.003 1.382
H -1.412 -6.054 0.475
H -3.940 -6.034 0.251
H -5.157 -3.987 0.933
C -3.471 3.788 -0.513
C -2.414 3.459 0.333
C -1.322 2.758 -0.134
C -1.213 2.335 -1.481
C -2.305 2.670 -2.317
C -3.399 3.374 -1.836
N -0.148 1.548 -1.811
C 0.334 1.440 -3.068
C 1.161 0.319 -3.362
C 1.718 0.112 -4.606
C 1.501 1.010 -5.652
C 0.721 2.131 -5.389
C 0.149 2.349 -4.146
H -4.334 4.328 -0.144
H -2.448 3.749 1.379
H -0.512 2.488 0.534
H -2.307 2.336 -3.347
H -4.221 3.589 -2.512
H 1.352 -0.385 -2.558
H 2.340 -0.763 -4.762
H 1.940 0.849 -6.629
H 0.555 2.863 -6.174
H -0.423 3.253 -3.984
N 0.918 -3.686 -1.638
C -0.057 -3.245 -2.084
N -1.194 -2.765 -2.548
C -1.229 -2.254 -3.927
C -2.668 -1.900 -4.264
C -3.173 -0.753 -3.375
C -2.597 -0.840 -1.950
C -2.209 -2.263 -1.593
H -0.848 -3.034 -4.589
H -0.587 -1.371 -4.030
H -3.287 -2.793 -4.128
H -2.729 -1.626 -5.319
H -4.265 -0.765 -3.352
H -2.874 0.199 -3.819
H -3.308 -0.473 -1.210
H -1.708 -0.211 -1.868
H -3.073 -2.933 -1.600
H -1.782 -2.299 -0.592
```

The HOMO energy (alpha / beta) is -0.2 / -1.4 eV. Its LUMO energy (alpha / beta) is 0.1448 / 0.1447 Eh. As for the spin multiplicity: 2. Its charge is -2. The calculation puts the gap between HOMO and LUMO (alpha / beta) at 4.1396 / 5.3762 eV.

Here are the Mulliken charges for atoms 1 to 2, given in e: 1.221, 0.047

---

Density functional theory data (ωB97M-V/def2-TZVPD) for a structure of composition C37H35FeGeNO3S2.

XYZ file:
```
80
Properties=species:S:1:pos:R:3
Fe 0.620 1.059 -0.563
O 1.248 -1.104 -0.176
S 2.524 -1.995 -0.366
C 3.905 -0.985 0.319
C 3.927 0.517 0.031
C 3.815 1.315 1.341
C 3.976 2.821 1.183
S 2.448 3.745 0.695
O 1.713 2.755 -0.204
C 1.493 3.652 2.234
C 1.520 4.765 3.063
C 0.778 4.753 4.234
C 0.003 3.650 4.558
C -0.034 2.549 3.714
C 0.711 2.549 2.546
C 2.839 -1.894 -2.133
C 2.256 -0.934 -2.945
C 2.478 -0.981 -4.311
C 3.277 -1.973 -4.860
C 3.844 -2.936 -4.040
C 3.621 -2.907 -2.674
H 4.793 -1.485 -0.068
H 3.861 -1.174 1.393
H 3.119 0.800 -0.658
H 4.868 0.774 -0.460
H 4.611 0.977 2.010
H 2.863 1.089 1.830
H 4.716 3.056 0.418
H 4.300 3.279 2.117
H 2.106 5.631 2.798
H 0.794 5.610 4.889
H -0.578 3.649 5.468
H -0.642 1.693 3.963
H 0.675 1.684 1.880
H 1.615 -0.154 -2.520
H 2.026 -0.245 -4.953
H 3.448 -1.999 -5.925
H 4.456 -3.713 -4.469
H 4.048 -3.665 -2.034
O -1.381 1.104 0.376
C -1.423 1.916 -0.536
Ge -0.758 -2.149 -0.693
C -0.046 -3.492 -1.960
C -0.175 -3.200 -3.314
C 0.223 -4.130 -4.257
C 0.760 -5.339 -3.845
C 0.875 -5.636 -2.496
C 0.463 -4.718 -1.545
C -1.755 -2.635 0.954
C -3.102 -2.283 1.006
C -3.909 -2.845 1.983
C -3.371 -3.724 2.910
C -2.024 -4.050 2.869
C -1.212 -3.519 1.880
H -1.129 -0.852 -1.527
H -0.615 -2.261 -3.628
H 0.096 -3.920 -5.308
H 1.076 -6.065 -4.580
H 1.265 -6.592 -2.181
H 0.515 -4.965 -0.492
H -3.520 -1.593 0.284
H -4.962 -2.610 2.005
H -4.006 -4.165 3.663
H -1.610 -4.735 3.593
H -0.164 -3.789 1.834
C -1.979 3.309 -0.481
C -3.398 3.318 0.017
C -3.673 3.563 1.361
C -4.979 3.667 1.796
C -6.018 3.471 0.881
C -5.751 3.224 -0.470
C -4.440 3.127 -0.887
C -7.365 3.503 1.306
N -8.467 3.561 1.604
H -1.337 3.847 0.226
H -1.914 3.786 -1.459
H -2.862 3.710 2.059
H -5.186 3.901 2.830
H -6.558 3.108 -1.177
H -4.225 2.925 -1.924
```

The HOMO energy (alpha / beta) is -15.9 / -15.9 eV. Its LUMO energy (alpha / beta) is -0.3417 / -0.4089 Eh. As for the spin multiplicity: 6. Its charge is +3. The calculation puts the gap between HOMO and LUMO (alpha / beta) at 6.6005 / 4.7817 eV.

Here are the Mulliken charges for atoms 1 to 2, given in e: 1.116, -0.509

---

Density functional theory data (ωB97M-V/def2-TZVPD) for a structure of composition C37H35GeHfN2O5Te.

XYZ file:
```
82
Properties=species:S:1:pos:R:3
Hf -0.115 -0.184 0.283
O -2.779 -3.572 4.004
C -3.745 -2.749 3.537
C -5.057 -2.874 3.990
C -6.054 -2.052 3.504
C -5.763 -1.085 2.549
C -4.466 -0.956 2.101
C -3.432 -1.770 2.579
C -2.081 -1.562 2.041
O -1.968 -0.674 1.048
N -1.047 -2.210 2.492
N 0.055 -1.793 1.770
C 1.247 -1.902 2.216
C 1.893 0.506 1.534
C 3.457 -0.658 2.212
C 4.719 -0.252 1.512
C 4.761 0.675 0.546
C 3.617 1.222 -0.180
C 2.343 1.064 0.196
O 1.285 1.021 -0.648
H -3.164 -4.158 4.664
H -5.287 -3.630 4.733
H -7.064 -2.167 3.875
H -6.541 -0.437 2.169
H -4.219 -0.197 1.372
H 1.467 -2.341 3.188
H 3.662 -1.282 3.082
H 5.646 -0.647 1.907
H 5.736 0.964 0.173
H 3.795 1.574 -1.190
O 2.733 0.538 2.625
C 2.249 -1.188 1.371
O 0.599 0.845 1.801
C 2.557 -1.822 0.011
C 1.448 -2.535 -0.785
Ge 1.091 -4.468 -0.396
C -0.761 -4.723 -0.945
C -1.052 -5.311 -2.175
C -2.359 -5.379 -2.640
C -3.397 -4.858 -1.881
C -3.126 -4.273 -0.650
C -1.818 -4.201 -0.193
C 1.511 -4.813 1.475
C 0.546 -5.034 2.459
C 0.902 -5.126 3.797
C 2.232 -4.993 4.175
C 3.210 -4.802 3.206
C 2.850 -4.723 1.868
C 2.313 -5.464 -1.532
C 2.259 -6.859 -1.518
C 3.125 -7.612 -2.295
C 4.073 -6.977 -3.088
C 4.154 -5.593 -3.099
C 3.279 -4.844 -2.322
H 3.359 -2.549 0.174
H 2.999 -1.039 -0.605
H 1.719 -2.495 -1.841
H 0.419 -2.109 -0.788
H -0.253 -5.727 -2.778
H -2.569 -5.849 -3.592
H -4.416 -4.919 -2.242
H -3.932 -3.881 -0.041
H -1.631 -3.760 0.782
H -0.500 -5.125 2.194
H 0.139 -5.290 4.546
H 2.508 -5.058 5.219
H 4.251 -4.734 3.493
H 3.630 -4.618 1.121
H 1.533 -7.369 -0.895
H 3.068 -8.692 -2.279
H 4.754 -7.564 -3.691
H 4.900 -5.098 -3.706
H 3.372 -3.762 -2.332
C -0.752 1.028 -3.459
Te -2.021 0.946 -1.755
C -2.961 -0.912 -2.206
H -0.212 0.092 -3.570
H -0.049 1.841 -3.297
H -1.367 1.227 -4.331
H -3.689 -0.750 -2.995
H -3.451 -1.254 -1.298
H -2.215 -1.640 -2.517
```

The HOMO energy is -10.7 eV. Its LUMO energy is -0.1123 Eh. Its charge is +1. The calculation puts the gap between HOMO and LUMO at 7.6126 eV.

Here are the Mulliken charges for atoms 1 to 2, given in e: 0.442, -0.429

---

| no. | maximum force (eV Å⁻¹) |
| --- | --- |
| 1 | 0.4 |
| 2 | 2.4 |
| 3 | 0.7 |
| 4 | 2.8 |
| 5 | 0.5 |